Record 1
The ion C7H9O2 with charge -1. Source: OMol25; level of theory: ωB97M-V/def2-TZVPD.

The geometry in XYZ format:
```
18
Properties=species:S:1:pos:R:3:nbo_charge:R:1
C 1.70289 -1.13485 1.36723 -0.610
C 1.25393 -1.12795 -0.11334 -0.424
C 0.20591 0.04721 -0.37821 -0.273
C 0.64951 1.39539 -0.90601 -0.629
C -1.05882 -0.30256 -0.02141 0.403
O -1.31793 -1.33013 0.65357 -0.794
C -2.12780 0.78655 -0.41252 -0.621
C -3.39907 0.71332 -0.21015 0.705
O -4.53322 0.66575 0.08300 -0.534
H 1.62261 -0.11786 1.74184 0.197
H 2.77398 -1.49695 1.44207 0.160
H 1.03247 -1.88201 1.88733 0.218
H 0.63404 -1.98338 -0.21631 0.230
H 2.19921 -1.02785 -0.66851 0.167
H 0.03008 1.66642 -1.82562 0.180
H 1.68312 1.41475 -1.27731 0.191
H 0.55184 2.09842 -0.09762 0.190
H -1.90275 1.61572 -1.04801 0.243
```

Its energy relative to the best compared isomer or geometry (same formula, charge and spin) is 30.5 kcal per mole. The value obtained for the LUMO energy is 3.82 eV. The SMILES is CC/C(C)=C(\[O-])C=C=O. As for the gap between HOMO and LUMO: 5.96 eV. The net charge is -1.



Record 2
The molecule C7H9P. Source: OMol25; level of theory: ωB97M-V/def2-TZVPD.

The geometry in XYZ format:
```
17
Properties=species:S:1:pos:R:3:nbo_charge:R:1
C 1.82137 2.92683 -0.48590 -0.379
C 1.88195 1.90155 0.29080 -0.223
C 1.17821 0.67765 -0.01972 -0.425
C 0.71128 0.34569 -1.42012 -0.648
P -0.78310 0.78227 -0.35243 0.692
C -1.27383 -0.78225 0.28881 -0.406
C -1.86611 -1.79225 0.65213 0.034
C -2.49164 -2.91305 1.19701 -0.699
H 2.29226 3.88037 -0.32133 0.203
H 1.44792 2.83120 -1.56733 0.179
H 2.17314 2.10493 1.33597 0.217
H 1.48477 -0.35573 0.38779 0.256
H 0.66354 1.03380 -2.28247 0.234
H 0.76356 -0.71917 -1.79980 0.248
H -2.62256 -2.90591 2.26962 0.241
H -3.43916 -3.12648 0.80618 0.240
H -1.94161 -3.88943 1.02080 0.237
```

Its energy relative to the best compared isomer or geometry (same formula, charge and spin) is 57.3 kcal per mole. The value obtained for the LUMO energy is 0.79 eV. The SMILES is C=C[C@@H]1CP1C#CC. As for the gap between HOMO and LUMO: 9.10 eV.



Record 3
A cluster of 17 separate species, C80H150O51 in total. Source: OMol25; level of theory: ωB97M-V/def2-TZVPD.

The geometry in XYZ format:
```
281
Properties=species:S:1:pos:R:3:mulliken_charge:R:1
C -3.13493 5.10458 -0.33550 0.066
C -2.20415 4.93526 -1.55916 0.677
C -1.48372 3.59850 -1.62976 0.072
O -2.41473 2.71716 -2.25904 1.063
C -3.42639 3.45402 -2.81440 0.191
O -4.40362 2.99962 -3.30885 -0.531
O -3.03072 4.78604 -2.76186 -0.555
H -3.94435 4.39561 -0.35807 -0.585
H -3.56079 6.15932 -0.32035 0.473
H -2.53115 4.93989 0.60145 -0.130
H -1.57344 5.78215 -1.75278 0.156
H -1.16949 3.24599 -0.65385 -0.332
H -0.70360 3.82477 -2.32052 0.195
C -0.85493 2.28604 -5.88587 -1.711
C 0.51665 1.90967 -5.36310 2.215
C 1.63710 1.92650 -6.39944 0.237
O 2.82255 2.48553 -5.68063 -0.380
C 2.24968 3.17930 -4.68687 0.402
O 2.95443 3.89095 -4.00836 -0.441
O 1.01391 2.83497 -4.35926 -0.082
H -1.55355 2.54559 -5.00762 -0.043
H -1.23349 1.60096 -6.58366 0.497
H -0.75299 3.22729 -6.43167 0.595
H 0.49651 0.90481 -4.97544 -1.074
H 1.45545 2.59618 -7.24717 0.176
H 1.92852 0.98912 -6.84313 -0.543
C -2.40080 -10.87834 3.22161 -1.261
C -3.45222 -9.99074 2.61595 0.434
C -4.15121 -8.94534 3.47530 -0.432
O -4.16512 -7.74628 2.58891 -0.358
C -3.30736 -7.91533 1.58754 0.682
O -2.95989 -7.02253 0.89053 -0.457
O -2.94000 -9.19348 1.53284 -0.421
H -2.07060 -11.61539 2.43050 0.314
H -2.96217 -11.49850 3.96630 0.367
H -1.58097 -10.34153 3.61462 0.296
H -4.33911 -10.54522 2.23581 0.266
H -3.66895 -8.76264 4.44677 0.168
H -5.13347 -9.24819 3.73348 0.388
C -7.15699 3.73037 -1.24864 -1.179
C -7.89806 2.48876 -1.72776 0.163
C -7.07336 1.32896 -2.14902 0.775
O -7.20632 0.39980 -1.10046 -0.174
C -8.24344 0.79496 -0.30537 0.530
O -8.70961 0.13467 0.59509 -0.540
O -8.73096 2.02595 -0.68096 -0.374
H -6.58336 4.04164 -2.09502 0.406
H -6.38499 3.56154 -0.47925 0.048
H -7.83122 4.53372 -0.94798 0.448
H -8.63277 2.77763 -2.49617 0.373
H -6.04028 1.60671 -2.22710 -0.755
H -7.45454 1.01064 -3.11690 0.323
C 5.10068 3.85405 -1.06427 -0.681
C 5.61603 4.93858 -1.97918 0.192
C 6.06369 4.38751 -3.36820 -0.183
O 5.30114 5.28467 -4.24089 -0.357
C 4.51950 6.18877 -3.54656 0.683
O 3.77681 7.01849 -3.97859 -0.565
O 4.68828 5.96501 -2.21839 -0.284
H 4.69026 4.33646 -0.19586 0.194
H 5.88245 3.13534 -0.79122 0.371
H 4.37325 3.37584 -1.69850 -0.126
H 6.46050 5.44437 -1.52424 0.477
H 5.68168 3.33016 -3.47903 0.000
H 7.12958 4.44090 -3.63546 0.352
C -0.81921 -2.88171 4.66333 -0.776
C -0.58707 -4.25562 5.17783 0.612
C -1.81656 -4.79125 5.98162 -0.520
O -1.70196 -6.22733 5.81029 -0.376
C -0.99924 -6.41667 4.68785 0.444
O -0.88238 -7.46649 4.16059 -0.546
O -0.43708 -5.27653 4.21214 -0.073
H -0.00477 -2.36579 4.18903 0.209
H -1.00053 -2.22912 5.54838 0.377
H -1.68107 -2.90152 4.03949 -0.303
H 0.28243 -4.27221 5.83646 0.212
H -2.78881 -4.55372 5.59851 0.308
H -1.78768 -4.52189 7.03414 0.353
C 5.93325 -4.01571 -2.93256 -1.861
C 4.98982 -2.84775 -2.55821 1.755
C 5.01772 -2.42269 -1.17826 0.536
O 5.95973 -1.36252 -1.12037 -0.045
C 6.03306 -0.77591 -2.32776 0.257
O 6.49321 0.28974 -2.57823 -0.570
O 5.36828 -1.57194 -3.26286 -0.289
H 5.66710 -4.91724 -2.37977 0.287
H 6.93200 -3.75473 -2.58446 0.429
H 5.99451 -4.16492 -4.02290 0.389
H 4.02746 -3.00047 -2.90052 -0.662
H 5.46867 -3.19511 -0.53665 0.658
H 4.01127 -2.06800 -0.92282 -0.736
C -0.71455 -3.91333 -5.44967 -2.052
C -0.69858 -3.39349 -4.01922 1.801
C -0.02046 -4.30751 -2.99768 -0.672
O 1.09749 -3.47261 -2.43262 0.687
C 1.16747 -2.28770 -3.12999 -1.058
O 2.01257 -1.45984 -2.94915 0.420
O 0.21401 -2.24538 -4.07752 -0.210
H -0.77155 -3.07562 -6.04594 0.320
H -1.57474 -4.54621 -5.61676 0.461
H 0.09918 -4.59936 -5.63127 0.535
H -1.67861 -2.95451 -3.78121 -0.526
H 0.49366 -5.19822 -3.37057 0.486
H -0.66783 -4.60236 -2.15375 0.064
C 0.83818 -4.68792 0.87187 0.421
C 1.60385 -5.94577 0.75514 0.561
C 0.78348 -7.01589 -0.05952 -0.466
O 1.26245 -6.77206 -1.38772 -0.386
C 2.36143 -5.99025 -1.38320 0.573
O 2.94068 -5.64221 -2.37782 -0.526
O 2.71978 -5.65704 -0.12681 -0.297
H -0.05848 -4.79167 1.50627 0.134
H 0.78653 -4.21640 -0.07407 -0.847
H 1.41562 -3.85598 1.38293 -0.136
H 1.95213 -6.45598 1.67740 0.418
H -0.28951 -6.93667 -0.05015 0.216
H 1.07507 -8.01016 0.31988 0.301
C 4.49747 -2.01255 2.01767 -0.567
C 4.99968 -1.23919 3.20768 1.470
C 5.24179 0.30174 2.89386 0.291
O 4.33793 0.98216 3.68860 -0.408
C 3.59362 0.18788 4.44208 0.613
O 2.71809 0.52470 5.17504 -0.608
O 3.89454 -1.10884 4.14889 -0.467
H 5.39513 -2.03459 1.35867 -0.167
H 3.58799 -1.55159 1.68509 -0.048
H 4.47418 -3.11036 2.27268 0.313
H 5.82858 -1.73463 3.70277 -0.633
H 5.04412 0.46813 1.84796 -0.153
H 6.27861 0.45744 3.11292 0.307
C 2.53558 1.10267 -1.07733 0.189
C 1.06815 1.21577 -0.58306 1.406
C 0.06074 0.57164 -1.50598 0.891
O -0.19543 -0.71797 -0.88087 0.189
C 0.30729 -0.69170 0.35899 -0.692
O 0.24764 -1.63419 1.08968 -0.181
O 0.93852 0.44146 0.63228 0.600
H 2.67899 0.03184 -1.24775 -0.921
H 3.24641 1.44222 -0.32933 0.166
H 2.54179 1.66789 -1.99845 -0.212
H 0.78685 2.26657 -0.39311 -1.146
H 0.30167 0.41979 -2.53595 -0.658
H -0.87557 1.13942 -1.45238 -0.380
C -8.25920 4.81057 4.75414 -0.813
O -7.09958 4.32624 5.59864 -0.277
C -7.19368 2.98892 6.05908 -0.936
C -6.52520 2.05766 5.11759 0.395
O -7.42349 1.66332 4.03121 -0.454
C -7.01387 2.21769 2.81711 -1.018
C -5.85415 1.33768 2.20777 -0.104
O -5.23271 2.19118 1.22476 -0.285
C -4.14270 1.45332 0.56820 -0.868
H -7.91477 5.80386 4.43707 0.298
H -9.20756 4.88445 5.25146 0.366
H -8.48670 4.28579 3.77719 0.260
H -8.26775 2.88984 6.17122 0.434
H -6.78175 3.05834 7.08306 0.324
H -6.22960 1.12987 5.63490 0.389
H -5.64605 2.53294 4.72274 -0.213
H -6.70145 3.23928 2.87039 0.330
H -7.86249 2.20356 2.14749 0.573
H -6.21954 0.46172 1.75398 0.519
H -5.13430 1.10013 3.01181 -0.085
H -3.68582 2.18236 -0.11126 -0.100
H -4.59402 0.66738 0.02078 0.641
H -3.46932 1.02829 1.31713 0.317
C 8.20200 -0.03282 0.94437 -0.768
O 8.00513 -0.99039 1.96092 0.015
C 9.17662 -1.74085 2.20964 -0.584
C 8.75639 -3.03487 2.84149 -0.506
O 8.07663 -2.79484 4.01360 -0.250
C 7.78494 -3.99476 4.74635 -0.837
C 6.88168 -3.54378 5.84265 -0.546
O 5.51666 -3.54355 5.54905 -0.257
C 4.85736 -2.88006 6.68010 -0.618
H 7.22154 0.32427 0.68347 -0.100
H 8.64340 -0.41648 0.05376 0.537
H 8.77686 0.85033 1.29591 0.243
H 9.77967 -1.12251 2.86718 0.288
H 9.75638 -1.95236 1.30807 0.412
H 9.65919 -3.58969 3.11189 0.442
H 8.03093 -3.46498 2.18864 0.207
H 8.71945 -4.29428 5.22259 0.457
H 7.20158 -4.70313 4.16963 0.315
H 7.27952 -2.55699 6.22115 0.335
H 7.05691 -4.13612 6.76089 0.515
H 5.00282 -3.30977 7.63708 0.446
H 3.81782 -2.99325 6.46209 0.032
H 5.16228 -1.79949 6.58982 0.268
C -2.71252 -0.12824 -4.26043 0.076
O -2.99134 -1.26048 -3.59224 -0.523
C -3.58045 -1.00804 -2.27893 1.375
C -4.13973 -2.31904 -1.76236 -1.140
O -3.10187 -3.14598 -1.27848 -0.388
C -2.68534 -2.74794 0.00266 1.992
C -3.40755 -3.43932 1.17686 0.403
O -4.67682 -2.83924 1.29992 -0.246
C -5.38788 -2.99920 2.51617 -0.782
H -3.32655 -0.05214 -5.16169 0.498
H -1.68295 -0.08270 -4.61914 -0.353
H -2.81274 0.82037 -3.67031 -0.241
H -4.43858 -0.24656 -2.36200 -0.058
H -2.89003 -0.64084 -1.54742 -0.386
H -4.54210 -2.86539 -2.65824 0.415
H -4.93318 -2.14466 -1.03530 0.311
H -2.79649 -1.65935 0.13689 -0.681
H -1.61112 -2.90040 0.04309 -0.825
H -2.77765 -3.22520 2.07238 -0.649
H -3.45198 -4.51932 1.06517 0.531
H -6.32054 -2.41425 2.35408 0.267
H -4.85511 -2.54672 3.34089 0.272
H -5.64128 -4.04112 2.81264 0.211
C -2.10534 4.83602 8.48836 -0.741
O -2.34542 4.96296 7.09248 -0.296
C -3.74575 5.10684 6.73555 -0.438
C -3.78406 4.87325 5.23302 -0.851
O -3.70103 3.49926 4.95726 -0.068
C -2.66102 2.91007 4.20244 -0.002
C -2.57569 1.47944 4.77060 -0.990
O -1.94751 0.57890 3.93628 0.238
C -0.65166 0.94971 3.53511 -0.100
H -1.02966 4.79517 8.51989 0.258
H -2.58069 3.88620 8.99533 0.256
H -2.47269 5.73530 9.00679 0.306
H -4.19586 6.11750 6.94811 0.402
H -4.34677 4.31705 7.29290 0.153
H -2.94880 5.45713 4.80513 0.415
H -4.69499 5.17416 4.81797 0.463
H -1.73519 3.43887 4.51859 0.650
H -2.84657 2.94185 3.12944 -0.203
H -3.59087 1.11296 4.92655 0.242
H -2.11323 1.55017 5.80315 0.196
H 0.03696 0.96228 4.41912 0.587
H -0.52209 1.96269 3.09336 -0.022
H -0.31391 0.31464 2.75559 -0.590
C -0.86555 2.92157 -10.62890 -0.854
O -0.44550 1.82509 -9.88758 -0.140
C 0.25115 0.81421 -10.59347 -0.659
C 0.32232 -0.54892 -9.83365 -0.720
O 1.37352 -0.58966 -8.90307 -0.128
C 1.69841 -1.86428 -8.52239 -0.362
C 2.78760 -1.88184 -7.56094 -0.868
O 2.44724 -1.21728 -6.40883 0.429
C 3.46896 -1.00662 -5.43792 -1.098
H -1.55158 2.64411 -11.41254 0.353
H -0.02337 3.46054 -11.11059 0.312
H -1.47812 3.56461 -9.99047 0.239
H 1.25399 1.15252 -10.89506 0.341
H -0.29742 0.48267 -11.45546 0.409
H 0.37021 -1.32357 -10.61574 0.398
H -0.64619 -0.69997 -9.37973 0.343
H 1.83555 -2.57887 -9.35957 0.443
H 0.78310 -2.34633 -8.00623 0.011
H 3.72052 -1.46967 -8.02284 0.299
H 3.01419 -2.94726 -7.37881 0.389
H 3.94080 -1.96205 -5.19807 0.537
H 2.86758 -0.58345 -4.58377 -0.322
H 4.24027 -0.37865 -5.83479 0.700
C 2.21702 2.62191 2.39591 -1.618
O 1.42523 3.44261 1.51873 1.051
C 1.44880 4.87413 1.73652 -0.937
C 0.37277 5.51877 0.94920 0.358
O 0.57363 5.34778 -0.49912 0.086
C 1.72601 5.98329 -1.08284 0.427
C 1.25879 7.31429 -1.71249 -0.582
O 0.76840 8.11339 -0.65851 -0.385
C 1.73318 8.92777 -0.07786 -0.628
H 3.31481 2.86843 2.33664 0.324
H 2.06364 1.64146 2.00035 -0.061
H 1.94826 2.66899 3.41258 0.660
H 2.43580 5.18756 1.45615 0.240
H 1.23041 5.04281 2.78877 0.512
H 0.37633 6.61258 1.17759 0.212
H -0.58438 4.98860 1.09221 -0.603
H 2.05825 5.18126 -1.82461 -0.400
H 2.54624 6.11364 -0.31757 0.135
H 0.40660 7.30687 -2.46999 0.103
H 2.10938 7.82262 -2.23612 0.416
H 2.41518 9.34247 -0.87246 0.311
H 2.28952 8.38091 0.71793 0.230
H 1.15342 9.74402 0.42631 0.221
```

The value obtained for the LUMO energy is 0.51 eV. As for the gap between HOMO and LUMO: 9.62 eV.



Table of maximum force (eV Å⁻¹), in record order: 3.1; 4.7; 4.0